Molecular formula: C49H46N7NaO7S2Si
Method: DFT, wB97M-V/def2-TZVPD

Total charge   -2
Energy   -110295.617 eV
Energy above the lowest of the compared OMol25 structures with the same formula, charge and spin   0.539 eV
HOMO-LUMO gap   6.68 eV

XYZ file:
```
113
Properties=species:S:1:pos:R:3:forces:R:3
S 1.79766 -0.41391 2.45626 0.02 0.28 -0.36
S 0.44516 -1.74069 -2.30182 0.09 -0.32 -0.12
Si -1.16211 -2.46117 2.96628 0.28 0.41 -0.10
Na -0.01985 -0.11583 -0.11498 -1.32 0.93 0.42
O -6.32929 4.12574 -3.23105 0.16 0.34 0.29
O 1.64020 -1.61046 -3.12338 0.05 0.02 0.00
O -5.25294 6.00917 -2.54168 -0.23 -0.39 0.00
O 1.53624 0.44743 1.24327 0.60 -0.16 0.88
O -0.57374 -0.71912 -2.52627 0.17 -0.15 -0.15
O -0.74113 -1.06444 2.34564 -0.33 -0.40 0.07
O 0.74027 -1.90691 -0.86492 0.29 -0.56 -0.56
N -0.49344 3.53999 0.81785 0.42 0.32 -0.20
N 5.61980 1.95592 -4.36003 0.15 -0.08 -0.03
N -2.34917 2.33107 -0.83082 -0.02 0.01 -0.16
N -2.61924 -0.31842 -0.47639 0.03 -0.21 0.00
N 1.30523 1.26923 -1.69220 0.42 0.11 -0.13
N -2.39836 1.58567 2.19200 0.10 -0.13 0.27
N 4.17794 3.26306 -5.43939 0.19 0.06 -0.16
C 0.67891 3.94105 1.31074 -0.22 -0.11 -0.11
C -3.59272 -2.45891 -0.93941 -0.08 0.20 -0.14
C 7.16967 4.03122 -7.52148 -0.04 -0.03 0.05
C -3.42769 1.77064 -1.38085 0.07 -0.22 0.18
C -5.32455 -2.02025 2.83370 0.08 -0.06 0.05
C 8.08068 3.20395 -6.84360 -0.10 0.01 0.03
C 3.56994 1.15798 -2.44024 0.07 -0.15 0.07
C 0.78345 -3.76409 6.50281 -0.10 0.11 -0.06
C 1.37943 5.03535 0.82347 0.00 -0.01 0.02
C 6.34997 2.53306 -5.37631 -0.02 -0.06 0.18
C 0.27233 -3.73359 5.20501 -0.10 0.15 0.09
C 1.03003 2.04177 -2.74667 -0.16 -0.14 0.30
C -4.43441 2.52752 -1.97021 -0.05 -0.13 -0.06
C -0.76207 -1.62349 5.65826 -0.03 -0.06 -0.02
C 0.89713 -4.10934 1.82573 -0.11 0.04 -0.05
C 1.98235 2.44249 -3.66511 -0.06 0.07 -0.11
C -4.33205 3.90660 -1.99678 -0.05 0.03 0.07
C 5.42787 3.35297 -6.03833 -0.19 0.14 -0.07
C -1.01338 4.21500 -0.21423 -0.05 -0.26 -0.02
C -3.21572 4.48278 -1.41599 0.03 0.12 0.10
C 4.33181 2.42235 -4.45343 -0.06 -0.06 0.11
C -0.78984 -5.89256 0.54025 0.07 0.07 0.05
C -4.53520 -1.84666 -1.75253 0.03 0.09 0.01
C 2.55218 0.81271 -1.56572 -0.20 0.26 -0.03
C -5.43165 4.77278 -2.64317 -0.01 0.16 -0.45
C 1.26365 0.56581 3.85138 -0.17 0.09 0.09
C -3.51875 -3.92328 3.74134 -0.03 0.09 -0.02
C -3.02381 -2.74680 3.16096 -0.24 0.00 -0.09
C 0.81651 5.75682 -0.21880 -0.03 -0.03 0.01
C -0.30020 -3.27660 -2.78616 -0.18 -0.24 0.00
C -3.51696 0.27004 -1.26678 0.12 0.20 0.08
C -3.95405 -1.79775 2.71821 0.07 -0.06 0.03
C 7.68589 2.44121 -5.75599 -0.02 0.00 -0.04
C -5.79149 -3.20260 3.39440 0.13 -0.03 0.01
C -1.31481 -4.87171 1.32986 0.17 0.02 0.08
C 0.58632 -6.02136 0.39664 -0.08 0.07 0.05
C -0.25839 -1.64509 6.95392 0.01 -0.08 -0.09
C -0.39625 5.34549 -0.74411 0.08 0.10 -0.09
C -4.49833 -0.46918 -1.92342 -0.11 -0.10 -0.05
C -4.88445 -4.15658 3.85412 0.01 0.13 -0.06
C -0.48785 -3.95634 1.99514 0.00 -0.17 -0.16
C 0.52397 -2.71642 7.37840 -0.02 -0.02 -0.13
C 3.28613 1.99817 -3.50340 0.23 0.12 -0.21
C -2.25557 3.65964 -0.84346 0.20 -0.09 0.12
C 1.43077 -5.12312 1.04065 -0.12 0.01 0.02
C 3.55837 -0.14126 2.75538 0.19 -0.04 -0.03
C -0.50571 -2.66230 4.74761 0.23 0.00 0.20
C 5.84346 4.11514 -7.12919 0.02 0.03 -0.08
C -2.65547 -1.63858 -0.33003 0.04 -0.06 0.02
H 9.11155 3.16399 -7.17510 -0.04 0.00 0.01
H 0.99803 -6.80771 -0.22478 0.01 -0.01 -0.01
H 7.51567 4.61436 -8.36791 -0.02 -0.04 0.05
H 2.34197 5.30398 1.24337 -0.06 -0.01 -0.01
H -6.85772 -3.38241 3.47581 0.01 0.00 0.01
H -3.01685 1.49763 1.39163 0.03 -0.02 0.06
H 0.18438 0.68066 3.73551 0.12 -0.03 0.02
H 2.73206 0.14789 -0.72811 -0.02 0.09 -0.07
H -5.24327 -5.07966 4.29588 -0.01 0.01 0.01
H -1.69706 2.25367 1.86921 -0.17 -0.13 0.02
H -0.84586 5.86093 -1.58555 0.04 -0.05 0.08
H 1.57170 -3.39595 2.29414 -0.08 -0.06 -0.04
H -0.01032 2.33640 -2.86003 0.10 0.00 0.08
H -6.02411 -1.26906 2.48128 0.05 -0.05 0.01
H 0.92757 -2.73342 8.38405 -0.01 0.00 0.01
H 1.38461 -4.60600 6.82879 0.00 0.01 -0.01
H -3.14864 5.56348 -1.39771 0.00 -0.03 -0.02
H -1.45559 -6.58149 0.02990 0.02 0.03 0.02
H 3.81560 -0.48595 3.76344 -0.01 0.04 -0.17
H 4.10877 -0.72265 2.00952 -0.05 0.12 0.12
H -1.37095 -0.77749 5.33762 0.11 -0.11 0.02
H 1.78268 1.52793 3.80132 -0.09 -0.08 0.06
H -2.81955 -4.67422 4.11091 -0.08 0.09 -0.06
H 1.08425 3.33503 2.11938 -0.09 0.08 -0.09
H 2.50437 -5.20045 0.90988 -0.02 0.00 0.01
H -3.57291 -3.53249 -0.79007 0.00 0.08 0.04
H 1.32813 6.61571 -0.63478 0.01 0.02 -0.01
H -3.59922 -0.86999 2.27594 0.00 -0.11 0.06
H 0.20035 -4.08640 -2.24877 -0.06 0.09 -0.14
H -0.47193 -0.82642 7.63369 0.00 -0.03 -0.03
H -1.35816 -3.23211 -2.51330 0.17 -0.09 -0.03
H 5.13544 4.75130 -7.64935 0.07 -0.05 0.05
H 1.72721 3.08208 -4.49909 -0.01 -0.02 0.03
H 8.38836 1.80262 -5.23128 -0.05 0.04 -0.03
H 3.76845 0.92556 2.63369 0.03 -0.12 0.04
H -1.90024 0.69070 2.22878 -0.08 0.04 0.05
H -5.29492 -2.43487 -2.25329 -0.01 0.01 -0.03
H -5.31995 2.09106 -2.41071 0.01 0.01 0.00
H -5.22427 0.02386 -2.55872 0.08 -0.07 0.04
H 1.49117 0.03085 4.77909 -0.05 0.07 -0.12
H -2.39222 -4.78590 1.43167 0.02 0.01 -0.03
H -0.18137 -3.38436 -3.86593 -0.08 -0.01 0.12
H 5.94164 1.26989 -3.70451 0.01 -0.04 0.03
H -1.88203 -2.05915 0.30683 -0.04 0.01 -0.03
H 0.48240 -4.56294 4.53692 0.02 0.04 0.00
H 4.55812 0.74053 -2.28019 -0.05 0.02 0.03
```
Positions in Å, forces in eV/Å.